Entry from the Open Molecules 2025 dataset: a 2-piece molecular cluster, C4H9NO overall in a non-equilibrium geometry (wB97M-V/def2-TZVPD).

Summary:
* HOMO level: -0.338 Eh
* energy relative to the best compared isomer or geometry (same formula, charge and spin): 65.5 kcal/mol
* Kohn-Sham gap: 9.8509 eV
* 2S+1: 1

XYZ file:
```
15
Properties=species:S:1:pos:R:3:forces:R:3:lowdin_charge:R:1
C -1.185218 2.178245 -1.426376 0.196 -0.359 -0.168 -0.0109
C -0.379874 1.410883 -2.141893 0.276 -0.505 0.068 -0.3002
N -0.656723 0.013563 -2.327857 0.594 -0.206 0.237 -0.0016
H -1.985913 1.675029 -0.901679 -0.373 0.324 -0.142 0.0602
H -1.055930 3.244437 -1.378209 0.159 0.127 0.360 0.0449
H 0.574165 1.734679 -2.555748 -0.369 0.492 -0.309 0.0925
H -0.242447 -0.526433 -1.570791 -0.350 0.028 0.174 0.0617
H -0.148656 -0.321615 -3.137659 -0.120 0.072 -0.183 0.0613
C 0.615125 -2.107719 2.858517 -0.244 -0.773 0.892 0.0011
C 0.777542 -1.299237 1.836629 0.916 0.407 0.014 -0.3043
O 0.265590 -0.033489 1.811713 0.257 0.283 -0.313 -0.0208
H 0.996568 -3.121869 2.880050 0.168 0.186 -0.368 0.0514
H 0.114039 -1.825078 3.777209 -0.269 0.250 -0.272 0.0610
H 1.478357 -1.529583 1.035571 -0.400 -0.198 -0.190 0.1074
H 0.833371 0.508194 1.240519 -0.440 -0.127 0.200 0.0963
```
Forces are in eV/Å.

Entry from the Open Molecules 2025 dataset: a 3-piece molecular cluster, C27H60IN9O8P3S overall in a non-equilibrium geometry (wB97M-V/def2-TZVPD).

Summary:
* HOMO level: -0.179 Eh
* Kohn-Sham gap: 5.6144 eV
* 2S+1: 1
* charge: -1

XYZ file:
```
109
Properties=species:S:1:pos:R:3:forces:R:3:lowdin_charge:R:1
C 2.532589 -4.382137 3.443635 0.150 0.783 0.065 -0.0933
C 4.045699 -3.747732 3.729399 -1.208 -0.500 1.824 -0.2214
O 4.731380 -3.300103 2.506461 -1.978 -1.575 -2.168 -0.1501
C 4.350663 -4.096253 1.329432 2.096 -6.677 0.400 -0.2606
O 4.771342 -5.382931 1.307914 -2.555 7.951 0.172 -0.0468
C 3.426744 -3.601694 0.067606 0.217 0.903 0.598 -0.0794
C 3.232552 -1.950154 -0.009993 -0.798 -0.254 -0.458 -0.1548
C 1.585348 -1.699387 0.154710 1.058 -1.786 -0.075 -0.2122
N 1.165500 -0.262971 0.175060 0.036 -0.823 0.573 -0.1560
C -0.312037 -0.019068 0.099371 -2.035 0.516 -0.707 -0.1897
C -1.195647 -1.044323 -0.839821 -0.546 0.347 0.254 -0.2869
C -1.751254 -2.376642 -0.054736 1.022 -0.979 -2.074 -0.6419
I -3.302173 -1.912013 1.471826 1.027 -0.355 -0.926 0.6392
C 1.878559 0.591582 1.192407 0.741 2.052 0.019 -0.3893
C 3.262809 1.328975 0.603151 0.524 0.535 -0.126 -0.1973
C 3.200242 1.577062 -1.031029 -0.512 -0.903 0.751 -0.4342
S 4.928959 2.000081 -1.727166 0.490 -2.188 1.166 0.8212
C 5.901771 0.394828 -1.368602 -0.003 -3.472 -1.453 -0.4591
N 5.811476 -0.827822 -2.258370 2.162 3.583 5.405 -0.0321
N 6.606954 -1.808719 -1.674725 1.605 4.111 4.883 -0.0422
C 7.234303 -1.230933 -0.395620 -2.974 -0.040 -4.375 -0.0422
O 6.786163 0.171677 -0.213147 -1.053 -3.780 -3.631 -0.1075
P 2.213342 -0.317721 2.884709 -4.760 -0.384 1.933 0.8247
O 0.943573 -1.139368 3.393582 3.876 1.389 -1.754 -0.5152
C 0.994723 1.924008 1.700934 -4.869 5.681 1.659 -0.4345
O 0.273108 1.900329 2.856607 4.279 -1.135 -5.450 -0.1674
O 0.890246 3.178731 0.920987 1.621 -6.951 2.750 -0.2603
H 1.952594 -3.664340 2.693866 1.238 -1.501 1.650 0.0661
H 1.919492 -4.353550 4.449765 1.327 -0.154 -2.029 0.0934
H 2.585180 -5.473389 3.007851 -0.013 2.243 0.937 0.0860
H 3.945233 -2.785109 4.426260 0.136 -1.983 -1.779 0.1219
H 4.682302 -4.520661 4.375617 -1.130 1.507 -1.796 0.1292
H 2.358189 -4.110615 0.201384 2.374 0.992 -0.043 0.1305
H 3.894393 -4.042701 -0.912093 -0.708 0.861 2.110 0.1295
H 3.870209 -1.386587 0.785954 -1.196 -1.287 -1.411 0.0695
H 3.558355 -1.550602 -1.068453 -0.602 -0.891 2.148 0.0957
H 1.222447 -2.341666 1.094048 0.703 1.530 -1.588 0.0970
H 1.189576 -2.328351 -0.781899 0.438 1.863 1.839 0.1298
H -0.457226 1.032936 -0.450668 0.377 -2.127 1.704 0.1442
H -0.871349 -0.041572 1.155179 1.438 0.322 -2.122 0.1123
H -2.164843 -0.430509 -1.169354 2.126 -1.298 0.770 0.1090
H -0.657028 -1.346515 -1.846589 -0.912 0.442 2.110 0.1110
H -2.289998 -3.047941 -0.879056 0.956 1.441 1.977 0.0543
H -0.877789 -3.055653 0.388399 -2.059 1.752 -0.609 0.0562
H 4.245341 0.753548 0.925006 -1.951 0.871 -0.896 0.0854
H 3.379867 2.417436 1.080019 -0.563 -2.491 -0.971 0.1320
H 2.482359 2.492215 -1.220456 1.604 -1.750 0.285 0.1001
H 2.852787 0.636093 -1.643940 0.512 1.946 1.455 0.0779
H 7.963320 -1.841804 0.313534 -1.842 1.972 -1.550 0.1397
H 3.444807 -1.061058 2.895176 -0.404 0.433 -0.301 -0.0143
H 2.390890 0.759259 3.869017 0.463 -0.755 -1.177 0.0349
O 4.162540 3.412026 -4.887977 0.808 4.174 -0.097 -0.3283
P 3.608618 3.824060 -6.273846 -1.668 -6.978 -0.187 0.7390
N 2.039774 3.311882 -5.934918 -1.690 0.693 0.908 -0.3406
C 1.261096 2.264214 -6.554548 -0.140 0.317 -0.622 -0.1263
C 1.319152 3.941401 -4.837892 0.425 -0.127 0.497 -0.1321
N 4.511334 2.605843 -7.078288 1.759 -0.539 -1.531 -0.3605
C 4.149656 1.199244 -7.013189 -0.452 0.028 -0.086 -0.1294
C 5.963499 2.721093 -6.851672 -0.255 0.298 0.020 -0.1479
N 2.971803 4.297753 -7.867107 1.035 1.935 0.527 -0.3045
C 2.115337 5.474569 -7.918851 -0.229 0.234 0.249 -0.1364
C 3.497728 3.923293 -9.166648 0.707 0.033 -0.437 -0.1248
H 1.424876 2.204780 -7.633445 0.168 -0.039 0.027 0.0687
H 0.183152 2.431724 -6.435873 0.154 0.193 0.119 0.0818
H 1.486733 1.293404 -6.104176 -0.014 -0.071 -0.027 0.0810
H 0.517962 4.578210 -5.224330 -0.207 -0.038 -0.025 0.0716
H 1.973283 4.580517 -4.235764 0.022 -0.225 -0.124 0.0733
H 0.884398 3.197563 -4.161549 0.001 0.059 0.007 0.0857
H 4.017694 0.856038 -5.984938 -0.040 -0.166 0.138 0.0897
H 4.909515 0.565679 -7.490964 0.102 0.397 0.162 0.0842
H 3.241785 1.008553 -7.583796 -0.129 -0.016 0.140 0.0529
H 6.259911 2.307994 -5.881355 0.019 0.105 0.016 0.0783
H 6.275855 3.771037 -6.886348 -0.026 -0.065 0.096 0.0706
H 6.521922 2.199646 -7.637905 -0.222 -0.026 -0.010 0.0751
H 1.100722 5.186419 -8.210433 -0.019 0.031 -0.080 0.0871
H 2.483350 6.225223 -8.626374 0.007 -0.082 0.032 0.0778
H 2.056663 5.968368 -6.943865 -0.085 -0.181 -0.096 0.0727
H 3.305527 2.866433 -9.374884 0.238 0.038 0.243 0.0769
H 4.572442 4.119847 -9.237796 -0.135 -0.218 -0.148 0.0819
H 3.020650 4.475728 -9.985343 -0.128 0.245 0.368 0.0778
O -6.881850 -2.059197 3.559771 3.954 1.297 -0.212 -0.3298
P -6.739609 -1.178266 4.825062 -6.617 -1.882 0.873 0.7426
N -7.103715 -2.433229 5.888532 0.878 -1.690 1.013 -0.3425
C -8.221916 -2.576519 6.792403 0.250 0.504 0.460 -0.1303
C -6.232246 -3.598796 5.920967 -0.019 -0.093 -0.625 -0.1363
N -8.134462 -0.258929 4.431006 -1.069 2.043 -0.651 -0.3612
C -9.480980 -0.786759 4.578851 0.126 -0.083 0.442 -0.1370
C -8.037436 0.399282 3.115421 0.351 -0.059 0.222 -0.1445
N -6.576082 -0.165506 6.279702 1.880 0.405 -1.029 -0.3003
C -5.399361 -0.378978 7.110885 0.376 -0.272 0.082 -0.1280
C -7.231375 1.102365 6.541843 -0.074 0.790 -0.361 -0.1208
H -8.508407 -1.629021 7.255593 -0.036 0.057 -0.160 0.0697
H -7.987635 -3.246684 7.629122 0.207 0.029 -0.163 0.0798
H -9.088414 -2.998817 6.275619 -0.102 -0.006 0.018 0.0772
H -5.654576 -3.616603 6.849809 -0.033 -0.104 0.173 0.0730
H -5.511782 -3.590547 5.096481 -0.237 0.089 0.038 0.0732
H -6.802180 -4.530760 5.841203 0.019 -0.018 0.004 0.0806
H -9.599939 -1.753451 4.085031 -0.131 -0.201 -0.060 0.0848
H -10.231027 -0.097344 4.167517 0.411 0.011 -0.138 0.0824
H -9.745650 -0.876608 5.631497 0.009 -0.199 0.027 0.0521
H -8.254958 -0.293076 2.294842 0.111 0.016 -0.021 0.0765
H -7.031299 0.805970 2.962310 -0.073 -0.116 -0.045 0.0768
H -8.732522 1.244692 3.051848 -0.011 -0.121 0.191 0.0757
H -5.697506 -0.771941 8.087708 -0.015 0.062 0.067 0.0862
H -4.826303 0.541757 7.263705 -0.081 -0.079 -0.058 0.0845
H -4.713973 -1.099861 6.654323 -0.175 0.031 0.105 0.0768
H -8.299259 0.957164 6.731047 0.065 -0.065 -0.326 0.0753
H -7.099788 1.802879 5.710778 -0.224 -0.007 0.192 0.0858
H -6.838769 1.598074 7.438047 0.329 -0.330 -0.106 0.0803
```
Forces are in eV/Å.

Entry from the Open Molecules 2025 dataset: a 4-piece molecular cluster, C25H47B2ClI2O22S4 overall (wB97M-V/def2-TZVPD).

Summary:
* HOMO level: -0.334 Eh
* Kohn-Sham gap: 9.0257 eV
* 2S+1: 1

XYZ file:
```
103
Properties=species:S:1:pos:R:3:forces:R:3:lowdin_charge:R:1
C -6.381314 5.952454 -0.652918 -0.040 0.054 0.389 -0.0644
C -4.985224 5.577404 -0.201028 -0.320 -0.219 0.420 -0.2448
O -4.220611 5.096664 -1.307969 0.160 0.809 -0.016 0.0697
B -2.849146 5.231978 -1.290300 -0.172 -0.282 -0.105 -0.7027
O -2.222832 5.866318 -2.319180 -0.090 0.062 0.181 0.1741
C -2.000851 4.560628 -0.108075 -0.021 0.511 -0.118 -0.3321
O -0.683637 4.159323 -0.462093 -0.144 -0.126 0.044 -0.0766
C -0.551071 3.297024 -1.574534 0.441 -0.262 -0.072 -0.2684
C -1.477182 2.089016 -1.560421 -0.300 -0.142 -0.100 -0.0824
C -1.431454 1.342466 -2.887533 0.209 0.286 -0.298 -0.1465
O -2.353893 0.248874 -2.845517 -0.179 0.230 0.240 0.0049
C -1.918708 -0.819962 -2.143248 -0.224 -0.006 -0.117 -0.5374
C -3.037285 -1.699776 -1.693501 -0.137 -0.407 -0.672 0.0267
O -0.757853 -1.015943 -1.921221 0.532 -0.036 0.278 0.1183
C 0.922653 2.795701 -1.524709 -0.125 -0.045 0.362 -0.3123
O 1.535124 3.151620 -0.325311 0.158 0.086 -0.075 -0.1416
C 2.453898 2.184534 0.197157 0.229 -0.288 -0.303 -0.2024
B 1.654139 1.063108 1.004148 -0.069 -0.148 -0.273 -0.6245
O 0.281317 1.078957 1.061290 0.359 -0.012 0.905 0.1496
O 2.374882 0.036908 1.540926 0.118 0.298 0.135 0.0585
C 1.951081 -0.550310 2.774241 -0.225 -0.623 0.231 -0.2198
C 1.581479 -2.028832 2.603751 0.304 0.097 -0.149 -0.0451
C 3.573679 2.858862 1.021743 -0.343 -0.020 0.350 -0.5720
Cl 3.894376 4.531847 0.450063 0.162 0.010 -0.121 0.7109
C 3.282990 2.938935 2.518154 0.272 0.638 0.170 -0.2584
C 2.030120 3.764951 2.867347 -0.107 -0.500 0.209 -0.0898
S 1.888745 3.413362 -2.921034 0.321 -0.382 -0.507 0.6804
C 2.227165 5.107335 -2.532488 -0.005 0.050 0.023 -0.1233
O 1.046966 3.335683 -4.095038 -0.065 0.111 0.171 -0.3125
O 3.134646 2.677158 -2.938416 -0.089 0.126 0.207 -0.3147
C -1.805746 5.477426 1.070253 -0.132 -0.115 0.090 -0.6848
I -1.368220 7.488517 0.650257 0.021 0.024 -0.039 1.0551
C -1.816615 5.111589 2.346182 0.050 0.141 0.067 -0.7682
C -1.596848 6.006856 3.530605 -0.070 0.011 0.010 -0.2106
I -2.122006 3.093169 2.844310 -0.048 -0.119 0.084 1.0634
H -6.385583 6.888056 -1.211890 0.019 -0.146 -0.205 0.0783
H -6.992563 6.113118 0.240081 -0.009 0.006 -0.066 0.0800
H -6.841117 5.148252 -1.225790 0.068 0.062 -0.105 0.0825
H -5.049960 4.813571 0.583887 0.092 -0.116 -0.154 0.1263
H -4.512752 6.450205 0.264217 0.110 -0.037 -0.151 0.1071
H -2.857335 6.431611 -2.782319 0.114 -0.289 -0.216 0.1273
H -2.598058 3.726336 0.276563 0.165 -0.151 -0.119 0.0680
H -0.677263 3.842098 -2.517030 -0.212 0.115 0.123 0.1376
H -1.203975 1.417766 -0.743195 0.005 0.032 -0.006 0.1199
H -2.524913 2.374499 -1.422634 0.081 0.147 0.052 0.1330
H -1.750386 2.000309 -3.697208 -0.133 -0.133 0.017 0.1410
H -0.434567 0.987103 -3.145690 -0.034 -0.074 0.066 0.1203
H -3.541805 -1.295010 -0.818115 0.130 -0.016 0.060 0.0991
H -2.641220 -2.693165 -1.506956 0.000 0.082 0.283 0.0673
H -3.775756 -1.794657 -2.491541 -0.063 0.146 0.079 0.0966
H 0.961908 1.708811 -1.675745 -0.099 0.052 -0.095 0.1481
H 2.946293 1.678362 -0.644713 0.036 0.141 -0.028 0.1374
H -0.070388 1.930643 1.361186 -0.140 0.096 -0.519 0.0107
H 2.780259 -0.456921 3.480470 0.055 0.106 -0.148 0.1177
H 1.106941 -0.002735 3.197372 0.010 0.109 -0.170 0.1172
H 2.245196 -2.665265 3.190912 -0.136 -0.014 0.070 0.0706
H 0.547713 -2.228567 2.879293 0.028 -0.037 -0.040 0.0760
H 1.726504 -2.306629 1.559010 -0.145 0.003 0.004 0.0820
H 4.510892 2.330016 0.855629 -0.078 -0.102 0.025 0.1020
H 4.147879 3.420164 2.983175 0.001 -0.131 0.014 0.1080
H 3.240104 1.939328 2.953059 -0.088 -0.074 -0.219 0.0992
H 1.326390 3.815355 2.032451 0.045 0.146 -0.023 0.0620
H 1.502763 3.298338 3.704366 0.009 0.082 -0.001 0.0722
H 2.293807 4.774274 3.178119 -0.054 0.045 -0.199 0.0733
H 2.069802 5.667904 -3.451914 -0.010 0.019 0.050 0.0740
H 1.552776 5.437080 -1.740367 -0.015 0.012 -0.072 0.0736
H 3.258461 5.156962 -2.193978 -0.072 0.064 0.012 0.0353
H -0.619049 6.489772 3.466533 -0.033 -0.020 0.005 0.0644
H -1.658307 5.458591 4.466606 0.017 0.016 -0.016 0.0439
H -2.358900 6.790598 3.535460 0.074 0.018 0.034 0.0692
C -2.540527 -6.726395 -0.702086 0.101 0.068 0.094 -0.1584
C -3.908365 -7.118905 -0.188243 -0.158 0.004 -0.263 -0.1521
O -4.140802 -6.209847 0.903483 0.225 -0.099 0.044 -0.1817
S -3.473856 -4.799405 0.578748 -0.083 -0.186 -0.029 0.5804
O -4.460357 -3.927850 0.044048 0.059 0.139 0.071 -0.2285
O -2.677294 -4.415354 1.687204 -0.088 0.124 0.071 -0.2175
O -2.539700 -5.282894 -0.614941 -0.185 -0.058 -0.138 -0.1945
H -1.746030 -7.109530 -0.071515 -0.001 0.029 0.038 0.1082
H -2.377993 -7.022943 -1.734252 -0.009 0.148 -0.046 0.1343
H -3.946251 -8.140447 0.174252 0.021 0.059 0.188 0.1249
H -4.684002 -6.963008 -0.940153 0.022 -0.009 -0.019 0.1373
C 5.607291 -1.353989 0.767040 -0.303 0.197 0.090 -0.1505
C 6.039946 -0.514441 -0.417523 0.047 -0.220 -0.158 -0.1475
O 7.042439 0.354036 0.134581 -0.114 0.071 0.103 -0.1903
S 7.856721 -0.404747 1.278142 -0.096 -0.013 -0.027 0.5899
O 9.060002 -0.936030 0.748353 0.052 -0.031 0.047 -0.2181
O 7.869541 0.420301 2.431287 0.053 0.059 0.008 -0.2201
O 6.827164 -1.608388 1.482045 0.080 -0.053 -0.154 -0.1885
H 4.923660 -0.804372 1.416464 -0.028 -0.002 -0.035 0.1203
H 5.156784 -2.298489 0.475859 0.124 -0.081 0.053 0.1375
H 5.234999 0.084589 -0.834280 0.060 0.139 0.061 0.1303
H 6.492602 -1.120822 -1.203793 -0.007 -0.006 0.006 0.1351
C -0.511591 -12.434868 -0.807052 0.040 -0.104 -0.230 -0.1464
C 0.615053 -11.433809 -0.968915 0.100 -0.036 0.243 -0.1477
O -0.047231 -10.256475 -1.462708 -0.077 -0.103 -0.207 -0.1810
S -1.504901 -10.148570 -0.836607 0.322 -0.302 0.095 0.5902
O -1.470221 -9.290110 0.293310 -0.162 -0.024 0.115 -0.2201
O -2.433366 -9.926081 -1.885397 -0.051 0.147 0.009 -0.2093
O -1.604143 -11.644888 -0.305946 0.029 0.013 0.026 -0.1809
H -0.806298 -12.873593 -1.761026 0.015 0.010 -0.005 0.1359
H -0.284695 -13.220581 -0.092906 -0.099 0.063 0.108 0.1374
H 1.366430 -11.746475 -1.687230 -0.054 0.108 -0.111 0.1376
H 1.088434 -11.195632 -0.015443 -0.009 -0.019 0.006 0.1364
```
Forces are in eV/Å.